Below is C25H43I2N9OPV as an isolated structure, with properties calculated with ωB97M-V/def2-TZVPD.

As for the charge: +3. Its spin multiplicity is 4. The frontier orbital gap (spin up / spin down) is 6.18 / 6.26 eV. The value obtained for the largest force on an atom is 1.521 eV/Å. For the highest occupied orbital energy (spin up / spin down), the calculation gives -13.6 / -13.7 eV. The LUMO energy (spin up / spin down) comes out at -7.4 / -7.5 eV. As for the expectation value of S²: 3.760.

Last column: Löwdin charge in e.
Geometry (Å):
1 V -0.61 -0.17 0.19  0.5664
2 I -4.09 -0.77 7.05  0.9633
3 C -2.86 -0.56 5.40  -0.7503
4 C -1.49 -0.74 5.52  -0.2096
5 C -0.68 -0.60 4.40  -0.6277
6 I 1.35 -1.03 4.61  1.0131
7 C -1.19 -0.24 3.15  -0.3964
8 O -0.39 -0.04 2.08  -0.3252
9 C -2.58 -0.13 3.04  -0.1777
10 C -3.25 0.12 1.72  -0.1140
11 N -2.66 -0.70 0.61  -0.1107
12 C -2.78 -2.16 0.89  -0.0931
13 C -1.51 -2.93 0.61  -0.2447
14 C -1.51 -4.31 0.70  0.0148
15 C -0.32 -5.00 0.55  -0.0047
16 C 0.85 -4.28 0.33  -0.0189
17 C 0.76 -2.92 0.22  -0.1199
18 N -0.39 -2.23 0.34  -0.0254
19 C -3.40 -0.29 4.15  -0.1067
20 H -1.06 -1.01 6.47  0.0884
21 H -3.20 1.17 1.41  0.1120
22 H -4.31 -0.12 1.81  0.1337
23 H -3.22 -0.50 -0.22  0.1094
24 H -3.63 -2.59 0.37  0.1435
25 H -2.98 -2.27 1.96  0.1439
26 H -2.43 -4.84 0.91  0.1375
27 H -0.30 -6.08 0.63  0.1319
28 H 1.81 -4.77 0.24  0.1257
29 H 1.66 -2.32 0.06  0.1099
30 H -4.47 -0.20 4.04  0.1086
31 N 3.37 5.06 -0.19  0.2289
32 C 2.82 3.82 0.51  -0.2849
33 C 3.58 2.60 0.01  -0.0932
34 C 3.26 1.31 0.80  -0.3223
35 N 2.00 0.61 0.39  0.0548
36 C 3.28 1.60 2.29  -0.1161
37 C 2.47 2.81 2.75  -0.3534
38 N 1.03 2.66 2.49  0.0652
39 C 2.97 4.04 2.01  -0.1066
40 H 3.32 4.99 -1.21  0.1750
41 H 4.35 5.20 0.06  0.1785
42 H 2.87 5.90 0.10  0.1793
43 H 1.76 3.77 0.25  0.1400
44 H 4.65 2.78 0.13  0.1384
45 H 3.41 2.45 -1.07  0.1232
46 H 4.09 0.63 0.60  0.1467
47 H 1.76 0.02 1.20  0.0456
48 H 2.24 -0.03 -0.36  0.0600
49 H 4.32 1.79 2.57  0.1400
50 H 2.97 0.71 2.84  0.0414
51 H 2.67 2.96 3.82  0.1546
52 H 0.51 3.29 3.09  0.1081
53 H 0.72 1.72 2.76  0.0469
54 H 4.03 4.20 2.25  0.1417
55 H 2.42 4.94 2.32  0.1354
56 N -0.90 2.05 0.13  0.0226
57 H -0.71 2.55 -0.73  0.0475
58 H -0.18 2.35 0.81  0.0068
59 H -1.79 2.42 0.48  0.0590
60 C -2.18 -1.15 -5.00  -0.0862
61 N -1.06 -0.08 -4.95  -0.0618
62 C 0.27 -0.78 -5.29  -0.0925
63 N 0.51 -1.87 -4.41  -0.1340
64 C -0.59 -2.84 -4.49  -0.1234
65 N -1.88 -2.23 -4.13  -0.1331
66 C -1.95 -1.86 -2.72  -0.2719
67 P -0.66 -0.61 -2.23  0.9866
68 C -1.00 0.59 -3.60  -0.2352
69 C 0.79 -1.45 -3.04  -0.2781
70 H -2.22 -1.48 -6.04  0.1546
71 H -3.11 -0.65 -4.73  0.1499
72 H -1.26 0.63 -5.66  0.1871
73 H 1.05 -0.02 -5.23  0.1472
74 H 0.16 -1.12 -6.32  0.1542
75 H -0.39 -3.67 -3.81  0.1459
76 H -0.65 -3.23 -5.50  0.1496
77 H -1.82 -2.76 -2.11  0.0975
78 H -2.94 -1.46 -2.50  0.1023
79 H -0.22 1.35 -3.64  0.1039
80 H -1.96 1.09 -3.43  0.1083
81 H 1.06 -2.33 -2.45  0.0888
82 H 1.65 -0.78 -3.03  0.1001

Below is C25H43MnN2O2S3Se2 as an isolated structure, with properties calculated with ωB97M-V/def2-TZVPD.

As for the charge: +1. Its spin multiplicity is 2. The frontier orbital gap (spin up / spin down) is 8.36 / 8.11 eV. The value obtained for the largest force on an atom is 1.478 eV/Å. For the highest occupied orbital energy (spin up / spin down), the calculation gives -10.2 / -9.9 eV. The LUMO energy (spin up / spin down) comes out at -1.8 / -1.8 eV. As for the expectation value of S²: 0.844.

Last column: Löwdin charge in e.
Geometry (Å):
1 Mn 0.07 0.11 -0.30  0.4697
2 C 3.23 1.81 -0.51  -0.4922
3 C 2.62 3.13 -0.05  -0.4751
4 S 0.81 3.15 -0.24  0.8809
5 C 0.24 3.83 1.34  -0.5100
6 C 0.65 3.03 2.57  -0.4763
7 S 0.23 1.26 2.42  0.7812
8 C 1.75 0.48 3.01  -0.4894
9 C 3.00 0.73 2.16  -0.4608
10 S 2.76 0.30 0.40  0.9278
11 H 4.31 1.87 -0.52  0.0840
12 H 2.88 1.57 -1.52  0.0671
13 H 3.03 3.93 -0.67  0.0824
14 H 2.86 3.35 0.99  0.0611
15 H -0.84 3.82 1.23  0.0736
16 H 0.58 4.86 1.43  0.0864
17 H 0.14 3.42 3.45  0.0854
18 H 1.72 3.10 2.76  0.0646
19 H 1.50 -0.58 3.02  0.0737
20 H 1.92 0.82 4.03  0.0915
21 H 3.79 0.08 2.53  0.0848
22 H 3.35 1.76 2.23  0.0663
23 C -3.16 -2.43 1.94  -0.3787
24 Se -2.00 -0.93 2.42  0.8767
25 C -3.32 0.48 2.16  -0.5562
26 C -3.89 0.56 0.76  -0.5083
27 Se -2.62 0.94 -0.72  0.9742
28 C -2.78 -0.74 -1.71  -0.3409
29 H -4.13 -2.29 2.41  0.0297
30 H -2.69 -3.33 2.34  0.0186
31 H -3.25 -2.52 0.86  0.0108
32 H -2.80 1.40 2.43  0.0402
33 H -4.13 0.32 2.88  0.0725
34 H -4.61 1.38 0.73  0.0628
35 H -4.41 -0.35 0.47  0.0573
36 H -3.84 -0.99 -1.80  0.0341
37 H -2.22 -1.52 -1.20  0.0079
38 H -2.36 -0.56 -2.69  0.0202
39 C 1.37 -3.21 -1.94  -0.0453
40 C 0.92 -2.99 -0.48  -0.7323
41 C -0.06 -4.10 -0.08  -0.0383
42 C 2.15 -3.09 0.44  -0.0569
43 O 0.30 -1.76 -0.36  -0.3434
44 H 1.94 -4.13 -2.03  0.0896
45 H 1.99 -2.37 -2.25  0.0752
46 H 0.49 -3.26 -2.59  0.0798
47 H 0.37 -5.09 -0.27  0.0851
48 H -0.99 -4.01 -0.65  0.0786
49 H -0.29 -4.01 0.98  0.0765
50 H 2.55 -4.11 0.46  0.0863
51 H 1.85 -2.81 1.46  0.0769
52 H 2.93 -2.41 0.10  0.0364
53 C -0.27 2.27 -6.80  0.0154
54 N -0.24 2.35 -5.35  -0.0515
55 N 0.27 1.36 -4.54  0.0665
56 C -0.15 1.57 -3.25  -0.4245
57 O 0.21 0.80 -2.32  -0.1326
58 C -0.97 2.73 -3.29  0.0239
59 C -1.01 3.16 -4.59  -0.2501
60 C -1.74 4.31 -5.18  0.0025
61 C 1.21 0.39 -4.98  -0.1942
62 C 1.03 -0.94 -4.63  -0.0047
63 C 1.96 -1.88 -5.05  -0.0677
64 C 3.05 -1.50 -5.82  -0.0656
65 C 3.24 -0.16 -6.14  -0.0672
66 C 2.32 0.79 -5.71  -0.0281
67 H 0.23 1.37 -7.13  0.0914
68 H 0.24 3.13 -7.24  0.1026
69 H -1.30 2.25 -7.15  0.0998
70 H -1.46 3.17 -2.44  0.0811
71 H -2.22 4.88 -4.39  0.0905
72 H -2.51 3.97 -5.87  0.0920
73 H -1.07 4.96 -5.74  0.0947
74 H 0.19 -1.23 -4.02  0.1133
75 H 1.82 -2.92 -4.79  0.1064
76 H 3.76 -2.24 -6.16  0.1105
77 H 4.10 0.14 -6.72  0.1103
78 H 2.48 1.84 -5.94  0.1196

Below is C25H44AlBrF2LiN3O6PS4 as an isolated structure, with properties calculated with ωB97M-V/def2-TZVPD.

As for the charge: +1. The frontier orbital gap is 2.62 eV. The value obtained for the largest force on an atom is 10.565 eV/Å. For the highest occupied orbital energy, the calculation gives -9.4 eV. The LUMO energy comes out at -6.8 eV.

Last column: Löwdin charge in e.
Geometry (Å):
1 C -5.35 -0.95 -1.11  -0.1103
2 C -4.85 -2.28 -0.23  -0.3054
3 C -3.21 -2.24 0.07  -0.1697
4 C -2.70 -3.63 0.79  -0.2601
5 N -1.41 -4.20 0.17  -0.2016
6 C -0.26 -3.69 1.00  -0.2360
7 C 1.20 -4.36 0.65  -0.1708
8 C 2.23 -3.35 -0.16  -0.2054
9 C 2.73 -2.11 0.79  -0.1705
10 C 2.02 -0.73 0.23  -0.0868
11 C 2.41 -0.15 -1.28  -0.0727
12 C 3.48 -0.92 -2.27  -0.2257
13 C 4.96 -1.16 -1.61  -0.1284
14 C 1.66 1.26 -1.77  -0.3951
15 S 2.09 2.03 -3.47  0.6244
16 C 0.54 2.06 -0.84  -0.1394
17 N -0.07 3.30 -1.44  0.0879
18 C -1.10 3.90 -0.53  -0.2233
19 O -1.82 5.14 -0.98  -0.1581
20 C -1.49 3.29 0.92  -0.0599
21 N -0.88 2.08 1.56  0.0617
22 C 0.13 1.48 0.62  -0.1381
23 C 0.89 0.09 1.14  -0.3639
24 S 0.39 -0.58 2.86  0.6631
25 C -1.60 -5.72 0.34  -0.9897
26 S -1.61 -6.50 1.88  0.6229
27 S -1.82 -6.78 -1.19  0.8369
28 C -1.48 -5.83 -2.77  -0.4833
29 C -0.12 -4.92 -2.76  -0.4112
30 C 0.42 -4.51 -4.29  -0.2474
31 H -4.95 0.06 -0.66  0.0964
32 H -4.99 -1.07 -2.22  0.0891
33 H -6.54 -0.89 -1.09  0.1023
34 H -5.49 -2.25 0.78  -0.2289
35 H -5.18 -3.25 -0.82  0.1529
36 H -2.61 -1.98 -0.90  0.1565
37 H -3.07 -1.37 0.87  0.1080
38 H -2.62 -3.57 1.96  0.1028
39 H -3.55 -4.44 0.57  0.1241
40 H -0.19 -2.52 0.78  0.1042
41 H -0.45 -3.75 2.18  0.1124
42 H 1.15 -5.35 0.04  0.0993
43 H 1.71 -4.60 1.70  0.1317
44 H 1.68 -3.02 -1.14  0.0930
45 H 3.20 -3.99 -0.41  0.1260
46 H 3.92 -2.04 0.82  0.1184
47 H 2.42 -2.40 1.90  0.0901
48 H 3.64 -0.40 -3.31  0.0877
49 H 3.02 -1.99 -2.52  0.0975
50 H 5.83 -0.93 -2.38  0.0900
51 H 5.10 -0.64 -0.57  0.0850
52 H 5.04 -2.33 -1.40  0.0770
53 H 2.92 3.17 -3.21  -0.0981
54 H -2.61 4.84 -1.52  0.1325
55 H -2.34 3.86 1.54  0.1057
56 H 1.59 -0.93 3.54  -0.0946
57 H -2.41 -5.17 -3.12  0.1017
58 H -1.35 -6.65 -3.63  0.1047
59 H 0.75 -5.35 -2.10  0.0081
60 H -0.41 -3.87 -2.26  0.1071
61 H 0.65 -5.46 -4.94  -0.0367
62 H -0.44 -3.82 -4.73  0.1503
63 H 1.35 -3.81 -4.11  0.0972
64 Al -5.24 -2.26 2.22  1.0701
65 O -5.93 0.48 -3.56  -0.0715
66 H -5.92 1.37 -3.19  0.0500
67 H -6.80 0.41 -3.99  0.0574
68 C 1.34 4.97 2.31  -0.2122
69 O 1.57 5.24 3.68  -0.2501
70 P 2.54 6.64 3.97  0.7485
71 O 2.61 6.29 5.46  -0.2870
72 O 1.25 7.62 3.70  -0.3043
73 C 0.06 7.43 4.45  -0.1176
74 O 3.52 8.04 4.26  -0.2498
75 C 4.04 8.62 3.08  -0.1719
76 H 0.59 4.17 2.23  -0.0064
77 H 0.95 5.86 1.80  0.0562
78 H 2.27 4.65 1.84  0.0804
79 H 0.23 6.88 5.38  0.0947
80 H -0.66 6.87 3.83  0.0655
81 H -0.37 8.40 4.69  0.0882
82 H 3.23 8.94 2.42  0.0749
83 H 4.67 7.89 2.56  0.0767
84 H 4.65 9.48 3.35  0.0883
85 Br 2.01 -6.42 -3.86  0.6982
86 F 1.42 -5.38 -6.70  -0.4359
87 F -0.11 3.39 3.37  -0.5293
88 Li -2.11 6.34 0.74  0.8496